Record 1
Density functional theory data (ωB97M-V/def2-TZVPD) for a gas-phase ion, C5H11N2S (charge +1).

E_HOMO: -13.67 eV
SMILES string: [NH2+]=C1NCCC[C@@H]1S
largest force on an atom: 4.3 eV/A
relative energy (zero: lowest compared OMol25 entry of this formula, charge and spin): 25.4 kcal per mole
total charge: +1

Cartesian coordinates (Å):
C (0.53, -1.18, 0.02)
C (-0.89, 1.24, -0.58)
C (-0.09, 1.28, 0.69)
C (-1.63, -0.08, -0.63)
C (0.96, 0.17, 0.66)
N (-0.67, -1.21, -0.66)
N (1.27, -2.26, 0.17)
S (2.32, 0.58, -0.57)
H (-1.66, 1.90, -0.63)
H (-0.23, 1.40, -1.35)
H (0.53, 2.30, 0.81)
H (-0.78, 1.10, 1.48)
H (-2.39, -0.25, 0.25)
H (-2.13, -0.15, -1.57)
H (1.58, -0.14, 1.53)
H (-0.89, -2.08, -1.24)
H (2.26, -2.17, -0.12)
H (0.91, -3.09, -0.22)
H (3.27, 0.63, 0.20)

Here are the Mulliken charges for atoms 1 to 2, given in e: 0.278 -0.809

---

Record 2
Density functional theory data (ωB97M-V/def2-TZVPD) for a molecular structure, C32H49AuBrClO2P.

E_HOMO (spin up / spin down): -3.02 / -4.57 eV
largest force on an atom: 3.8 eV/A
relative energy (zero: lowest compared OMol25 entry of this formula, charge and spin): 19.7 kcal per mole
total charge: -1
2S+1: 3

Cartesian coordinates (Å):
Au (-1.00, 1.09, 2.41)
Cl (-2.99, 2.21, 0.98)
P (-0.68, 0.23, -0.82)
C (-1.61, 3.00, 2.38)
H (-0.75, 3.73, 2.40)
H (-2.52, 3.35, 2.88)
C (0.76, -0.69, -1.55)
C (-0.50, 2.02, -1.32)
C (2.05, -0.02, -1.10)
H (0.68, -1.67, -1.03)
C (3.25, -0.89, -1.42)
H (2.17, 0.96, -1.57)
H (2.08, 0.18, 0.06)
C (3.32, -1.29, -2.90)
H (4.15, -0.36, -1.10)
H (3.19, -1.80, -0.80)
C (1.97, -1.80, -3.44)
H (3.64, -0.42, -3.48)
H (4.08, -2.06, -3.02)
C (0.78, -0.93, -3.05)
H (2.02, -1.87, -4.53)
H (1.80, -2.81, -3.06)
H (0.87, 0.04, -3.56)
H (-0.14, -1.40, -3.40)
C (-2.22, -0.47, -1.69)
C (0.06, 2.24, -2.72)
H (-1.55, 2.38, -1.26)
C (0.03, 3.72, -3.09)
H (1.10, 1.90, -2.75)
H (-0.48, 1.66, -3.48)
C (0.68, 4.62, -2.04)
H (0.52, 3.85, -4.06)
H (-1.02, 4.01, -3.22)
C (0.24, 4.31, -0.60)
H (1.77, 4.48, -2.10)
H (0.47, 5.67, -2.27)
C (0.30, 2.82, -0.28)
H (0.85, 4.87, 0.12)
H (-0.80, 4.63, -0.46)
H (1.34, 2.47, -0.23)
H (-0.13, 2.67, 0.73)
C (-2.23, -2.01, -1.70)
H (-3.02, -0.09, -1.02)
C (-3.55, -2.54, -2.28)
H (-1.40, -2.38, -2.32)
H (-2.07, -2.41, -0.69)
C (-3.88, -1.96, -3.66)
H (-3.50, -3.63, -2.34)
H (-4.36, -2.29, -1.58)
C (-3.68, -0.44, -3.78)
H (-3.26, -2.46, -4.42)
H (-4.93, -2.19, -3.91)
C (-2.42, 0.09, -3.10)
H (-3.64, -0.16, -4.84)
H (-4.55, 0.08, -3.35)
H (-1.56, -0.19, -3.72)
H (-2.46, 1.18, -3.08)
C (0.00, -2.20, 1.93)
C (-0.36, -1.20, 2.70)
H (0.97, -2.15, 1.39)
C (-1.54, -1.31, 3.68)
H (0.38, -0.36, 2.81)
C (-1.93, -2.77, 3.97)
H (-1.24, -0.80, 4.57)
H (-2.45, -0.80, 3.35)
C (-1.97, -3.58, 2.67)
H (-1.19, -3.15, 4.68)
H (-2.90, -2.74, 4.48)
C (-0.72, -3.51, 1.82)
H (-2.29, -4.60, 2.92)
H (-2.78, -3.18, 2.05)
H (-0.06, -4.34, 2.15)
H (-0.99, -3.73, 0.77)
Br (2.99, 3.24, 2.97)
C (2.97, 1.67, 4.03)
C (2.62, 1.73, 5.38)
C (2.60, 0.55, 6.13)
C (2.99, -0.66, 5.56)
C (3.34, -0.72, 4.21)
C (3.24, 0.44, 3.43)
C (3.30, 0.35, 1.93)
O (4.37, 0.13, 1.35)
O (2.12, 0.44, 1.42)
H (2.37, 2.69, 5.82)
H (2.28, 0.59, 7.18)
H (3.02, -1.58, 6.16)
H (3.64, -1.65, 3.73)

Here are the Mulliken charges for atoms 1 to 2, given in e: 0.194 -0.336

---

Record 3
Density functional theory data (ωB97M-V/def2-TZVPD) for a single C5H8ClN3O4S2 molecule.

E_HOMO (spin up / spin down): -9.35 / -9.35 eV
largest force on an atom: 5.4 eV/A
total charge: 0

Cartesian coordinates (Å):
C (2.56, 1.01, 1.50)
C (1.23, 0.87, 1.78)
C (3.06, 0.71, 0.15)
C (-0.98, 1.81, -1.28)
C (-0.01, -2.97, 0.15)
N (2.48, 0.29, -0.88)
N (0.45, 0.38, 0.76)
N (0.85, -0.44, -0.12)
O (-1.66, 1.86, 1.37)
O (-1.92, -0.19, 0.14)
O (1.45, -1.78, 2.00)
O (2.54, -2.44, -0.11)
S (-1.15, 1.00, 0.32)
S (1.40, -1.97, 0.63)
Cl (4.74, 1.25, -0.10)
H (3.45, 1.35, 2.07)
H (0.66, 1.09, 2.65)
H (0.12, 1.60, -1.55)
H (-1.53, 1.23, -2.02)
H (-1.34, 2.84, -1.23)
H (0.36, -3.97, -0.29)
H (-0.46, -3.35, 1.07)
H (-0.70, -2.50, -0.55)

Here are the Mulliken charges for atoms 1 to 2, given in e: -0.419 -0.626

---

Record 4
Density functional theory data (ωB97M-V/def2-TZVPD) for a molecular structure, C35H35N8O2SSeY.

E_HOMO: -11.63 eV
largest force on an atom: 0.5 eV/A
total charge: +2

Cartesian coordinates (Å):
Y (-0.18, -0.73, 0.64)
C (-6.97, -0.82, 0.82)
C (-5.62, -0.26, 0.53)
C (-5.42, 0.85, -0.18)
C (-4.09, 1.29, -0.65)
C (-4.05, 2.28, -1.62)
N (-3.17, 2.39, -2.62)
C (-2.70, 1.21, -3.35)
C (-1.34, 1.39, -4.01)
C (-0.22, 1.14, -3.02)
N (1.06, 1.17, -3.71)
C (2.21, 1.58, -3.25)
C (2.57, 1.95, -1.94)
C (3.61, 2.91, -1.87)
C (4.05, 3.45, -0.69)
C (5.14, 4.49, -0.63)
C (3.46, 2.96, 0.47)
C (2.49, 1.97, 0.49)
C (2.12, 1.48, 1.80)
N (1.31, 0.55, 2.12)
C (1.27, 0.30, 3.58)
C (0.20, 1.12, 4.29)
C (-1.15, 0.46, 4.18)
N (-1.48, 0.08, 2.81)
C (-2.65, 0.36, 2.41)
C (-3.12, -0.19, 1.12)
C (-4.45, -0.95, 1.14)
C (-2.92, 0.76, -0.06)
O (-1.72, 0.95, -0.37)
C (2.00, 1.40, -0.73)
O (1.18, 0.42, -0.76)
H (-7.76, -0.24, 0.35)
H (-7.16, -0.86, 1.90)
H (-7.03, -1.85, 0.45)
H (-6.27, 1.39, -0.58)
H (-4.85, 3.03, -1.61)
H (-3.29, 3.21, -3.20)
H (-3.45, 0.98, -4.12)
H (-2.67, 0.38, -2.65)
H (-1.26, 2.38, -4.46)
H (-1.28, 0.66, -4.82)
H (-0.35, 0.18, -2.54)
H (-0.21, 1.89, -2.23)
H (1.03, 0.94, -4.70)
H (2.97, 1.70, -4.01)
H (4.06, 3.24, -2.80)
H (5.24, 5.01, -1.59)
H (6.10, 4.03, -0.40)
H (4.93, 5.23, 0.14)
H (3.80, 3.35, 1.42)
H (2.65, 1.99, 2.60)
H (2.25, 0.52, 4.01)
H (1.08, -0.77, 3.75)
H (0.18, 2.13, 3.87)
H (0.46, 1.22, 5.34)
H (-1.93, 1.09, 4.61)
H (-1.12, -0.48, 4.76)
H (-3.36, 0.93, 3.02)
H (-4.69, -1.29, 2.15)
N (2.77, -4.04, -0.47)
C (3.58, -3.71, 0.61)
C (4.80, -4.21, 1.04)
C (5.35, -3.62, 2.16)
C (4.69, -2.58, 2.82)
C (3.48, -2.09, 2.39)
C (2.90, -2.67, 1.26)
N (1.71, -2.40, 0.59)
C (1.69, -3.25, -0.43)
C (0.60, -3.30, -1.39)
C (0.36, -4.19, -2.38)
S (-1.12, -3.83, -3.15)
C (-1.35, -2.53, -2.08)
N (-0.38, -2.34, -1.23)
H (2.96, -4.77, -1.14)
H (5.30, -5.01, 0.52)
H (6.30, -3.98, 2.54)
H (5.16, -2.14, 3.70)
H (3.00, -1.28, 2.91)
H (0.95, -5.04, -2.69)
H (-2.25, -1.93, -2.10)
Se (-3.96, -3.63, -0.27)
C (-3.58, -2.05, 0.49)
N (-2.41, -1.42, 0.70)

Here are the Mulliken charges for atoms 1 to 2, given in e: 1.506 -1.635

---

Record 5
Density functional theory data (ωB97M-V/def2-TZVPD) for a single C3H4OS molecule.

E_HOMO (spin up / spin down): -8.67 / -8.85 eV
largest force on an atom: 2.6 eV/A
relative energy (zero: lowest compared OMol25 entry of this formula, charge and spin): 91.4 kcal per mole
total charge: 0

Cartesian coordinates (Å):
C (-0.01, -0.32, -0.71)
C (-0.98, 0.30, -1.24)
C (0.66, 0.12, 0.66)
O (3.15, -0.02, -0.10)
S (2.12, 0.99, 0.19)
H (0.49, -1.19, -1.11)
H (-1.61, 1.15, -1.19)
H (0.00, 0.78, 1.20)
H (0.88, -0.79, 1.21)

Here are the Mulliken charges for atoms 1 to 2, given in e: -0.206 -0.467

---

Record 6
Density functional theory data (ωB97M-V/def2-TZVPD) for a molecular structure, C5H18CoNO.

E_HOMO (spin up / spin down): 0.54 / -4.34 eV
largest force on an atom: 2.2 eV/A
total charge: -1
2S+1: 4

Cartesian coordinates (Å):
C (-1.23, -1.35, -0.41)
Co (-0.01, 0.05, 0.06)
N (1.10, 1.63, 0.39)
H (-0.79, 0.85, -0.98)
H (0.73, 2.12, 1.20)
H (-0.08, 0.11, -1.49)
H (-1.78, -1.02, -1.32)
H (-1.89, -1.45, 0.47)
H (-0.57, -2.22, -0.62)
H (2.05, 1.29, 0.64)
H (1.21, 2.29, -0.34)
C (-0.30, -2.77, 2.66)
C (-0.09, -1.28, 2.64)
O (0.80, -0.87, 1.57)
C (1.90, -1.70, 1.15)
C (3.01, -1.60, 2.18)
H (-0.72, -3.16, 1.71)
H (-1.04, -2.99, 3.44)
H (0.61, -3.35, 2.92)
H (-1.03, -0.75, 2.45)
H (0.38, -0.89, 3.55)
H (1.53, -2.73, 1.04)
H (2.21, -1.34, 0.15)
H (2.67, -1.99, 3.15)
H (3.86, -2.19, 1.84)
H (3.32, -0.55, 2.31)

Here are the Mulliken charges for atoms 1 to 2, given in e: -1.093 -1.081

---

Record 7
Density functional theory data (ωB97M-V/def2-TZVPD) for 8 unconnected molecules or ions with the total composition C48H40F8.

E_HOMO: -9.09 eV
SMILES string: Fc1ccccc1.Fc1ccccc1.Fc1ccccc1.Fc1ccccc1.Fc1ccccc1.Fc1ccccc1.Fc1ccccc1.Fc1ccccc1
largest force on an atom: 3.2 eV/A
relative energy (zero: lowest compared OMol25 entry of this formula, charge and spin): 42.3 kcal per mole
total charge: 0

Cartesian coordinates (Å):
F (24.46, -24.35, 1.47)
C (23.96, -25.29, 0.72)
C (23.97, -25.16, -0.67)
C (23.23, -26.04, -1.48)
C (22.59, -27.14, -0.86)
C (22.78, -27.37, 0.52)
C (23.42, -26.42, 1.32)
H (24.46, -24.33, -1.16)
H (23.11, -25.77, -2.52)
H (22.10, -27.85, -1.51)
H (22.39, -28.23, 1.03)
H (23.61, -26.39, 2.38)
F (21.31, -31.38, -1.67)
C (20.76, -30.96, -2.84)
C (20.57, -31.76, -4.00)
C (19.88, -31.26, -5.12)
C (19.37, -29.96, -5.10)
C (19.58, -29.12, -4.02)
C (20.27, -29.68, -2.91)
H (20.78, -32.82, -3.91)
H (19.72, -31.85, -6.01)
H (18.81, -29.60, -5.95)
H (19.15, -28.14, -3.90)
H (20.38, -29.03, -2.05)
F (26.01, -32.92, -1.23)
C (25.36, -32.17, -0.26)
C (26.00, -31.09, 0.34)
C (25.43, -30.43, 1.42)
C (24.16, -30.78, 1.84)
C (23.52, -31.83, 1.26)
C (24.11, -32.51, 0.23)
H (27.02, -30.85, 0.06)
H (25.93, -29.60, 1.89)
H (23.72, -30.31, 2.70)
H (22.54, -32.06, 1.67)
H (23.58, -33.36, -0.19)
F (20.98, -20.68, 5.77)
C (21.02, -21.60, 4.83)
C (22.13, -21.64, 4.02)
C (22.24, -22.63, 3.06)
C (21.22, -23.43, 2.73)
C (20.02, -23.34, 3.44)
C (19.92, -22.39, 4.45)
H (22.90, -20.91, 4.24)
H (23.20, -22.67, 2.56)
H (21.24, -24.10, 1.88)
H (19.34, -24.14, 3.17)
H (19.05, -22.38, 5.09)
F (19.06, -25.87, -7.65)
C (20.03, -26.26, -6.82)
C (21.02, -27.10, -7.30)
C (22.04, -27.55, -6.45)
C (22.04, -27.18, -5.10)
C (20.99, -26.33, -4.65)
C (19.95, -25.92, -5.50)
H (21.10, -27.36, -8.34)
H (22.82, -28.12, -6.91)
H (22.87, -27.44, -4.47)
H (20.91, -26.14, -3.59)
H (19.15, -25.27, -5.15)
F (23.92, -23.86, 6.23)
C (24.93, -23.46, 5.43)
C (25.39, -22.15, 5.63)
C (26.33, -21.62, 4.76)
C (26.86, -22.36, 3.75)
C (26.39, -23.67, 3.56)
C (25.42, -24.21, 4.37)
H (24.97, -21.56, 6.42)
H (26.74, -20.65, 4.99)
H (27.62, -21.97, 3.09)
H (26.84, -24.30, 2.81)
H (25.16, -25.26, 4.28)
F (25.16, -27.65, 3.69)
C (26.52, -27.43, 3.72)
C (27.03, -27.19, 4.98)
C (28.37, -26.96, 5.18)
C (29.16, -26.72, 4.07)
C (28.70, -26.96, 2.76)
C (27.35, -27.29, 2.60)
H (26.41, -27.25, 5.86)
H (28.81, -26.72, 6.14)
H (30.21, -26.51, 4.20)
H (29.37, -26.82, 1.92)
H (26.94, -27.43, 1.62)
F (23.50, -23.65, -7.90)
C (23.54, -23.53, -6.58)
C (22.87, -22.47, -5.99)
C (22.89, -22.29, -4.60)
C (23.66, -23.12, -3.83)
C (24.36, -24.15, -4.41)
C (24.34, -24.34, -5.80)
H (22.31, -21.76, -6.58)
H (22.26, -21.55, -4.14)
H (23.62, -23.10, -2.75)
H (24.77, -24.98, -3.86)
H (24.85, -25.17, -6.27)

Here are the Mulliken charges for atoms 1 to 2, given in e: -0.227 -0.222

---

Record 8
Density functional theory data (ωB97M-V/def2-TZVPD) for a single C5H7N3 molecule.

E_HOMO: -8.74 eV
SMILES string: [H]/N=C1\CN=C(C=C)N1
largest force on an atom: 5.7 eV/A
relative energy (zero: lowest compared OMol25 entry of this formula, charge and spin): 80.3 kcal per mole
total charge: 0

Cartesian coordinates (Å):
C (-2.64, -0.34, 1.34)
C (-1.49, 0.21, 1.60)
C (-0.45, -0.05, 0.48)
C (0.40, -0.55, -1.39)
C (1.45, 0.18, -0.74)
H (-3.48, -0.28, 2.09)
H (-2.58, -1.24, 0.56)
H (-1.33, 0.85, 2.51)
H (0.44, -0.34, -2.56)
H (0.47, -1.73, -1.11)
H (3.11, 0.37, -1.89)
H (1.41, 0.56, 1.39)
N (-0.90, -0.34, -0.69)
N (2.63, 0.79, -1.06)
N (0.90, 0.27, 0.50)

Here are the Mulliken charges for atoms 1 to 2, given in e: -0.605 -0.308